Density functional theory data (ωB97M-V/def2-TZVPD) for a cluster of 2 separate species, C3H11N3O in total.

Geometry as XYZ:
```
18
Properties=species:S:1:pos:R:3
C -0.761 -0.313 -0.501
C 0.443 -0.125 -1.352
C -0.914 -1.617 0.192
N 1.399 0.392 -0.324
N -1.298 2.210 0.530
N 1.984 -0.659 0.434
O -0.649 1.016 0.976
H 0.766 0.991 0.395
H -1.650 0.241 -0.790
H -2.061 2.370 1.184
H -0.640 2.980 0.669
H 2.116 -0.335 1.386
H 2.886 -0.901 0.028
H 0.830 -1.041 -1.796
H 0.321 0.654 -2.103
H -1.046 -2.425 -0.533
H 0.024 -1.830 0.721
H -1.750 -1.607 0.887
```

Energy relative to the best compared isomer or geometry (same formula, charge and spin), kcal per mole: 137.2
2S+1: 1
DFT total energy, eV: -9802.0497
HOMO-LUMO gap (spin up / spin down), eV: 8.35 / 8.35
E_HOMO (spin up / spin down), eV: -7.44 / -7.44
Maximum force, eV/Å: 2.93

Löwdin population analysis, charges in e, atoms 1 to 4:
1. C -0.13
2. C -0.19
3. C -0.07
4. N -0.16

***

Density functional theory data (ωB97M-V/def2-TZVPD) for a cluster of 5 separate species, C17H26Cl2O12 in total.

Geometry as XYZ:
```
57
Properties=species:S:1:pos:R:3
C -14.432 15.569 -22.239
C -13.684 15.934 -23.489
C -14.131 17.225 -24.195
O -12.881 17.812 -24.589
C -11.876 17.267 -23.857
O -10.765 17.692 -23.851
O -12.322 16.241 -23.125
H -15.470 15.318 -22.477
H -14.450 16.433 -21.576
H -13.988 14.702 -21.759
H -13.676 15.125 -24.222
H -14.643 17.914 -23.526
H -14.679 16.962 -25.094
C -13.610 18.823 -27.736
C -14.219 19.044 -29.102
C -13.272 19.794 -30.066
O -13.051 18.838 -31.129
C -13.771 17.722 -30.921
O -13.827 16.790 -31.648
O -14.453 17.803 -29.746
H -13.375 19.796 -27.299
H -12.746 18.157 -27.762
H -14.296 18.362 -27.022
H -15.157 19.584 -28.967
H -12.306 20.027 -29.635
H -13.796 20.621 -30.536
C -10.997 20.638 -25.833
C -9.747 20.760 -24.954
C -8.663 19.733 -25.278
O -7.454 20.503 -25.237
C -7.753 21.817 -25.274
O -6.950 22.692 -25.335
O -9.094 22.007 -25.228
H -10.633 20.620 -26.865
H -11.613 21.521 -25.678
H -11.515 19.708 -25.618
H -10.082 20.724 -23.916
H -8.830 19.256 -26.242
H -8.596 18.963 -24.514
C -5.961 26.595 -24.195
C -5.392 26.081 -25.496
C -5.859 26.832 -26.744
O -4.664 27.093 -27.471
C -3.588 26.826 -26.692
O -2.468 27.021 -27.022
O -3.973 26.310 -25.507
H -7.051 26.647 -24.222
H -5.555 27.578 -23.959
H -5.703 25.908 -23.388
H -5.589 25.014 -25.602
H -6.398 27.754 -26.513
H -6.518 26.224 -27.364
Cl -7.369 14.934 -27.111
C -6.985 16.042 -28.417
Cl -7.139 17.743 -27.909
H -5.960 15.912 -28.733
H -7.700 15.895 -29.215
```

Energy relative to the best compared isomer or geometry (same formula, charge and spin), kcal per mole: 0.0
2S+1: 1
DFT total energy, eV: -67666.6805
HOMO-LUMO gap, eV: 10.72
E_HOMO, eV: -10.62
SMILES string: C[C@H]1COC(=O)O1.C[C@H]1COC(=O)O1.C[C@H]1COC(=O)O1.C[C@H]1COC(=O)O1.ClCCl
Maximum force, eV/Å: 1.32

Löwdin population analysis, charges in e, atoms 1 to 4:
1. C -0.02
2. C -0.31
3. C -0.07
4. O 0.03

***

Density functional theory data (ωB97M-V/def2-TZVPD) for a cluster of 15 separate species, C37H97N30O15S in total.

Geometry as XYZ:
```
180
Properties=species:S:1:pos:R:3
C 1.532 -0.591 3.479
C 1.986 0.603 4.434
C 2.710 1.758 3.635
C 2.328 3.217 4.143
C 0.834 3.495 3.705
C 0.346 4.969 3.999
C -1.158 4.911 4.540
C -2.123 4.603 3.310
C -3.188 3.478 3.722
C -3.864 2.754 2.495
C -5.382 2.497 2.895
N -5.337 1.379 3.885
C -5.077 0.157 3.094
O -6.330 -0.225 2.469
C -4.787 -0.995 4.156
C -5.096 -2.392 3.808
C -4.789 -3.441 4.765
C -4.170 -3.083 6.045
C -3.878 -1.703 6.412
C -4.189 -0.647 5.440
C -3.867 0.218 2.093
C -4.221 -0.461 0.699
C -5.086 0.437 -0.257
C -2.863 -0.958 0.014
C -2.583 -2.407 0.625
N -3.163 1.546 1.946
S -1.472 1.356 2.492
H 2.341 -1.353 3.346
H 1.170 -0.203 2.483
H 0.657 -1.105 3.966
H 1.087 0.987 4.981
H 2.719 0.147 5.152
H 2.403 1.679 2.554
H 3.824 1.646 3.744
H 2.402 3.324 5.253
H 2.982 3.963 3.610
H 0.187 2.802 4.318
H 0.639 3.262 2.628
H 0.328 5.571 3.053
H 1.030 5.481 4.729
H -1.364 5.921 4.980
H -1.262 4.132 5.347
H -2.713 5.522 3.059
H -1.480 4.261 2.454
H -4.010 4.067 4.221
H -2.802 2.798 4.523
H -3.920 3.527 1.672
H -5.824 3.376 3.428
H -6.045 2.286 2.015
H -6.257 1.319 4.327
H -6.916 -0.450 3.213
H -5.539 -2.575 2.801
H -5.006 -4.492 4.474
H -3.917 -3.909 6.744
H -3.396 -1.452 7.387
H -3.935 0.404 5.721
H -3.099 -0.484 2.519
H -4.800 -1.405 0.888
H -5.737 -0.173 -0.944
H -5.767 1.167 0.241
H -4.381 1.010 -0.926
H -2.985 -1.118 -1.084
H -1.983 -0.325 0.291
H -2.353 -2.320 1.728
H -3.501 -3.062 0.563
H -1.772 -2.959 0.071
H -3.048 1.701 0.929
H -1.671 0.843 3.761
C -1.893 -4.937 -2.482
O -1.311 -4.409 -1.539
N -1.254 -5.653 -3.428
N -3.248 -4.841 -2.652
H -1.718 -6.091 -4.205
H -0.243 -5.751 -3.340
H -3.761 -4.315 -1.967
H -3.745 -5.264 -3.414
C 3.894 7.155 4.332
O 2.792 7.015 4.861
N 5.052 6.989 5.002
N 4.036 7.493 3.017
H 5.975 7.101 4.581
H 4.987 6.739 5.975
H 3.194 7.625 2.483
H 4.925 7.612 2.563
C 2.015 -7.588 -3.595
O 1.059 -6.929 -3.195
N 3.172 -7.031 -4.008
N 1.984 -8.949 -3.657
H 3.962 -7.562 -4.340
H 3.236 -6.029 -3.979
H 1.140 -9.402 -3.357
H 2.752 -9.508 -3.980
C 5.945 -8.785 -6.055
O 5.906 -8.351 -4.908
N 6.643 -9.909 -6.389
N 5.296 -8.183 -7.079
H 6.689 -10.281 -7.318
H 7.136 -10.379 -5.650
H 4.767 -7.337 -6.862
H 5.311 -8.518 -8.023
C 8.704 7.729 4.635
O 7.539 7.558 4.295
N 9.044 8.189 5.864
N 9.749 7.471 3.809
H 9.990 8.336 6.163
H 8.293 8.390 6.503
H 9.532 7.128 2.889
H 10.709 7.604 4.065
C -3.112 -9.105 -4.777
O -2.667 -8.053 -5.203
N -4.363 -9.217 -4.252
N -2.390 -10.261 -4.790
H -4.745 -10.073 -3.897
H -4.925 -8.384 -4.226
H -1.460 -10.214 -5.169
H -2.733 -11.138 -4.445
C 7.825 1.601 5.474
O 9.034 1.623 5.617
N 7.084 0.473 5.669
N 7.109 2.700 5.107
H 6.088 0.433 5.557
H 7.578 -0.358 5.941
H 7.622 3.551 4.954
H 6.114 2.703 4.984
C -7.073 3.616 -2.018
O -7.007 3.547 -3.233
N -5.966 3.740 -1.231
N -8.252 3.575 -1.347
H -5.997 3.799 -0.230
H -5.076 3.774 -1.696
H -9.089 3.486 -1.897
H -8.329 3.631 -0.349
C 2.821 -5.583 -8.035
O 3.563 -6.118 -7.211
N 1.914 -6.266 -8.759
N 2.857 -4.244 -8.279
H 1.301 -5.834 -9.436
H 1.849 -7.267 -8.608
H 3.521 -3.699 -7.758
H 2.263 -3.784 -8.944
C 4.320 7.179 9.383
O 5.320 6.643 8.930
N 3.319 7.643 8.589
N 4.125 7.356 10.720
H 2.488 8.086 8.935
H 3.431 7.527 7.595
H 4.846 7.024 11.336
H 3.312 7.793 11.112
C 0.149 -9.620 -8.425
O 0.618 -8.571 -8.840
N -1.078 -9.692 -7.845
N 0.816 -10.805 -8.508
H -1.483 -10.541 -7.499
H -1.599 -8.834 -7.765
H 1.727 -10.789 -8.931
H 0.449 -11.676 -8.174
C 4.839 11.137 3.406
O 5.450 10.800 2.404
N 4.152 10.252 4.175
N 4.793 12.431 3.836
H 3.643 10.506 5.001
H 4.167 9.283 3.882
H 5.290 13.113 3.291
H 4.298 12.729 4.655
C -8.358 6.147 -5.177
O -8.432 6.588 -4.039
N -7.662 5.022 -5.482
N -8.972 6.750 -6.236
H -7.591 4.645 -6.409
H -7.193 4.547 -4.718
H -9.497 7.585 -6.047
H -8.926 6.406 -7.177
C 0.283 -5.791 -12.184
O 0.293 -5.378 -11.034
N 0.928 -6.927 -12.556
N -0.375 -5.149 -13.186
H 0.933 -7.285 -13.492
H 1.424 -7.428 -11.838
H -0.864 -4.304 -12.946
H -0.396 -5.470 -14.135
```

Energy relative to the best compared isomer or geometry (same formula, charge and spin), kcal per mole: 24.0
2S+1: 1
DFT total energy, eV: -126199.6354
Total charge: +1
HOMO-LUMO gap, eV: 7.37
E_HOMO, eV: -9.97
Maximum force, eV/Å: 3.66

Löwdin population analysis, charges in e, atoms 1 to 4:
1. C -0.12
2. C -0.25
3. C -0.21
4. C -0.19

***

Look up the DFT total energy of the third one. -126199.6354 eV

***

What is the DFT total energy in the first record? -9802.0497 eV

***

What is the formula in the third record? C37H97N30O15S